Entry 1:
132
Properties=species:S:1:pos:R:3:forces:R:3:mulliken_charge:R:1 method="wB97M-V/def2-TZVPD" charge=+1 homo_lumo_gap_ev=3.344 lumo_ev=-5.9 total_energy_ha=-4244.0385
Ca -3.246010 -4.073534 3.633844 1.49 0.55 -0.41 1.350
S -6.481260 -0.675384 -8.588876 1.42 -1.54 0.51 1.074
S -7.265840 -0.365274 1.710434 0.24 -2.16 3.37 1.033
S 5.909850 4.023826 4.435544 -0.92 1.14 -1.23 1.103
O -0.312560 -3.443294 5.752144 0.05 -1.37 -1.11 -0.270
O 0.017530 3.832426 -5.812426 -0.19 -0.02 0.85 -0.515
O -6.955480 -1.851104 -9.346376 0.50 1.94 1.34 -0.637
O 5.336570 4.733266 3.261244 1.12 -1.52 1.76 -0.643
O -6.264070 -1.348484 2.280234 -1.36 1.91 -1.34 -0.638
O 1.728080 -5.817014 -3.662626 0.52 -0.01 0.44 -0.358
O -6.348360 0.614526 -9.201196 -0.68 0.35 -0.36 -0.616
O -1.096940 -1.814664 1.018134 0.42 0.87 -0.83 -0.726
O -7.870570 -0.649304 0.425264 0.87 0.73 0.51 -0.607
O -0.210440 6.096316 3.507654 1.44 1.06 0.44 -0.565
O 6.282300 2.450396 -2.849866 -0.50 -0.08 -0.69 -0.313
O 7.246220 3.452676 4.432134 -0.86 0.27 -0.25 -0.646
N 1.524700 -5.528754 0.115394 0.25 0.57 0.33 -0.668
N 8.694020 0.804176 -2.416106 -1.00 -0.74 0.43 -0.804
N -0.534820 -5.963114 4.650464 -0.99 -0.10 -0.78 -0.329
C 1.643670 -5.231504 -2.367986 -1.21 -1.38 0.30 -0.653
C 0.089770 -5.883994 5.949054 0.77 0.65 0.67 -0.194
C 3.906740 3.533516 6.161764 0.01 -0.28 -1.95 -0.546
C -0.880230 -0.300104 -1.048586 1.76 -0.73 0.23 -1.155
C 1.235780 -6.944074 5.928074 -0.57 1.00 0.32 -1.260
C 0.662860 -4.447374 6.098624 -0.66 -0.76 0.45 -0.660
C 0.189220 1.753796 -6.844066 -0.17 -0.36 0.57 -1.295
C 1.833430 -4.867444 -4.711536 0.38 -0.71 -0.43 -0.727
C -8.548060 1.081826 3.714824 -0.42 0.73 -1.35 -0.659
C 1.752870 -6.256654 -1.120766 0.46 0.57 -1.46 0.389
C -4.920930 -1.267614 -6.349016 -0.07 -1.94 -2.17 -0.622
C 4.899990 4.428706 6.857144 0.51 -0.29 1.41 -0.668
C -0.088870 -2.195444 6.341624 -0.25 0.23 1.27 -0.806
C -1.149100 3.583626 -7.888756 -0.60 0.83 0.34 -1.329
C -0.712040 -0.575394 0.465764 -1.35 0.36 1.08 0.691
C 4.915800 2.422306 -3.266436 0.68 0.10 0.01 -0.745
C 4.703670 2.743036 5.025784 -0.01 1.47 1.05 -0.703
C 0.858350 -7.480574 -1.168476 0.25 0.59 -1.04 -1.384
C 0.632750 -0.045644 0.996674 -0.02 -0.72 -0.24 -1.110
C -7.162230 1.759546 3.463894 0.19 -2.08 0.19 -0.544
C -1.496780 4.153026 3.555994 1.36 -0.80 -1.16 -1.104
C -7.284190 -0.549664 -6.946506 0.56 -1.13 0.15 -0.686
C 8.738750 2.867306 -1.304466 0.50 2.39 1.24 -1.429
C -4.802760 -1.021154 -7.866356 0.61 0.10 -0.20 -0.654
C -1.362980 5.603716 1.456684 0.47 -0.43 -0.24 -1.274
C -6.134050 -0.536324 -5.879846 -0.76 1.04 0.94 -0.572
C -6.665150 1.369726 2.033864 -1.36 -0.51 -0.04 -0.738
C 5.759270 5.177436 5.843604 -0.28 -0.25 0.01 -0.618
C -8.625210 -0.289024 3.018244 0.41 -0.54 -0.39 -0.653
C 7.997720 1.595146 -1.362716 -0.01 -0.52 -1.04 0.571
C -0.601740 5.069236 2.646924 -1.84 -0.49 1.08 0.396
C 6.489780 1.777746 -1.650046 0.34 -0.46 0.66 -0.838
C -0.770820 2.920676 -6.548126 1.19 -0.28 -2.63 0.609
H 0.975430 -4.336454 7.136934 0.05 0.26 0.11 0.409
H -0.156320 1.106766 -7.650326 -0.25 -0.04 0.11 0.343
H -1.308160 4.836976 0.683894 -0.38 0.07 -0.22 0.349
H 5.290610 6.095666 5.489604 -0.05 -0.20 -0.21 0.350
H -1.868980 -0.384674 -1.499496 0.11 -0.16 0.30 0.308
H 2.132310 -5.468844 -5.570076 0.28 0.22 -0.06 0.245
H -0.854460 -1.461764 6.089294 -0.02 -0.24 -0.70 0.258
H 0.963860 -7.996294 -0.214016 -0.40 -0.01 -0.11 0.360
H -0.847290 6.488376 1.083124 -0.21 0.07 -0.03 0.337
H 0.925200 -4.363554 -5.042146 -0.54 -0.03 0.62 0.287
H -1.338680 0.244286 0.817234 -1.08 0.07 0.83 0.019
H -0.436860 0.681626 -1.215106 -0.54 0.38 0.00 0.343
H 0.778950 1.015756 0.796324 -0.01 -0.03 -0.36 0.342
H -0.124450 -0.915754 -1.536306 -0.37 -0.57 -0.56 0.253
H -5.776310 0.436296 -5.542006 -0.52 0.49 -0.46 0.306
H 2.575360 -4.097484 -4.499876 0.21 -0.03 0.05 0.324
H 1.876770 -6.890314 6.808044 -0.01 -0.20 -0.05 0.348
H 6.753710 5.415536 6.221114 -0.04 -0.18 -0.14 0.361
H -1.801360 3.215906 3.090004 -0.43 0.15 -0.52 0.277
H 4.089900 2.399706 4.193004 0.19 0.09 0.07 0.387
H 3.267090 2.902286 6.778614 0.54 -0.19 0.26 0.371
H -7.274970 1.872136 1.282994 0.46 0.51 -0.18 0.351
H 0.310310 4.580326 2.304524 0.01 -0.09 0.24 0.295
H -0.273520 -2.359374 7.403284 0.64 0.40 0.45 0.376
H 1.813650 -6.722544 5.030804 0.37 -0.03 0.10 0.419
H 9.825220 2.814026 -1.234926 0.13 -0.79 -0.21 0.432
H 2.745080 -6.707764 -1.109416 0.39 0.56 0.14 0.333
H 0.894730 -1.773934 6.134344 0.05 -0.10 0.04 0.295
H -4.399130 -1.857734 -8.436726 -0.13 -0.17 0.19 0.406
H -8.861180 1.080026 4.758884 0.42 -0.28 0.02 0.357
H -0.301980 4.730846 -5.923586 -0.22 0.00 -0.02 0.310
H 8.538370 3.387476 -0.367786 -0.53 0.50 -0.03 0.309
H 4.318810 3.121746 -2.681206 -0.06 0.17 0.01 0.293
H 4.406150 5.069946 7.587224 -0.10 0.37 -0.31 0.359
H -5.066630 -2.347814 -6.343926 -0.24 -0.19 0.73 0.259
H 1.243530 -8.103794 -1.975526 -0.24 -0.25 0.03 0.337
H 0.828180 -7.944074 5.779834 -0.02 -0.03 0.34 0.401
H 3.195430 4.201186 5.675624 -0.11 -0.03 -0.39 0.245
H 0.332690 1.165276 -5.937886 -0.10 -0.22 0.01 0.299
H 2.281570 -4.879404 0.275344 0.52 -0.09 0.14 0.279
H -5.591060 1.388516 1.849294 -0.21 0.17 -0.01 0.462
H -9.529030 -0.646854 2.525114 -0.31 1.14 -0.44 0.396
H -6.477310 -1.000504 -4.955286 -0.35 -0.03 -0.05 0.322
H 4.481110 1.430036 -3.145856 0.05 -0.22 0.00 0.305
H -1.685750 2.541776 -6.092676 0.05 0.26 0.67 0.171
H 2.326300 -4.387644 -2.267916 0.31 -0.06 0.18 0.390
H 1.193720 2.079186 -7.114636 -0.19 0.48 -0.12 0.363
H 4.902310 2.685326 -4.324146 -0.09 0.11 0.14 0.237
H -7.771690 -1.515074 -6.810726 -0.10 -0.10 -0.23 0.323
H -1.519020 4.587556 -7.680476 0.20 0.42 0.21 0.396
H 0.272450 -5.842674 4.055574 -0.13 0.36 -1.02 0.225
H -2.367040 4.715716 3.893814 0.13 -0.10 0.22 0.367
H 5.970490 2.264686 -0.824616 0.36 0.78 0.37 0.438
H 5.959690 0.825816 -1.619366 0.30 -0.67 -0.58 0.427
H 0.620090 -4.856844 -2.363716 -0.28 0.53 0.69 0.340
H 5.551460 3.834956 7.498364 0.23 -0.27 -0.11 0.299
H -0.704990 -6.954464 4.558944 -0.52 -0.33 -0.47 0.246
H -0.298190 3.704426 -8.559176 -0.01 -0.23 0.03 0.330
H -4.099310 -0.204214 -8.027166 -0.59 0.44 -0.46 0.278
H 1.559690 -4.442364 5.479134 0.05 0.66 -0.31 0.340
H 5.351980 1.968126 5.434844 -0.23 -0.12 0.00 0.347
H 0.764960 -4.873424 -0.000606 -0.66 -0.08 -0.13 0.227
H -7.251120 2.826066 3.670604 0.30 -0.09 -0.36 0.362
H 1.414280 -0.641064 0.524674 0.44 0.13 0.27 0.290
H -6.495090 1.286676 4.184604 0.43 0.39 0.03 0.273
H -0.842760 3.766476 4.337614 -0.25 0.55 0.56 0.290
H 8.440180 1.210406 -3.305286 -0.14 0.02 -0.23 0.292
H -8.530970 -1.154654 3.673914 1.03 0.22 0.33 0.331
H -8.091680 0.182406 -6.958386 0.54 0.38 0.16 0.430
H -9.225110 1.797486 3.248424 -0.52 -0.34 -0.21 0.284
H 9.682510 0.984466 -2.313706 0.09 -0.14 0.00 0.288
H 8.556370 3.527436 -2.152436 -0.32 -0.02 0.03 0.302
H -2.026000 3.210616 -8.417916 0.29 -0.84 -0.02 0.317
H -2.400380 5.810896 1.719314 -0.01 0.16 -0.15 0.296
H 0.646760 -0.137544 2.082704 0.13 -0.34 -0.03 0.246
H 8.042890 1.114496 -0.385446 0.17 -0.42 -0.09 0.239
H -0.667010 -6.071234 6.710844 0.12 -0.08 0.17 0.339
H -0.945920 6.574696 3.897284 -0.28 -0.18 -0.21 0.334
H -3.997980 -1.089184 -5.797266 -0.17 0.38 -0.09 0.388
H -0.150610 -7.177204 -1.447886 -0.30 -0.31 0.40 0.287

***

Entry 2:
23
Properties=species:S:1:pos:R:3:forces:R:3:mulliken_charge:R:1 method="wB97M-V/def2-TZVPD" charge=+2 spin_multiplicity=7 homo_lumo_gap_ev="8.041 / 4.933" lumo_ev="-8.5 / -11.1" total_energy_ha=-2264.8734
Eu -4.137638 2.959762 -1.360678 0.01 0.94 -0.75 1.693
S -2.798849 0.647415 0.239880 1.12 -2.58 4.67 0.981
S -0.165150 1.559771 0.755545 -0.15 7.83 2.05 0.961
O 0.208593 -1.058176 1.803931 1.22 2.21 -3.33 -0.346
O 0.702525 2.677153 0.206502 -1.62 -4.02 -0.01 -0.590
O -1.497861 -1.692766 -2.247124 -4.84 3.88 6.79 -0.345
O -3.942566 1.664500 0.370423 1.74 -1.70 -0.88 -0.668
O -0.698807 2.069298 2.078260 0.86 -2.98 -3.31 -0.551
O -2.636428 -0.101259 1.520287 -0.15 2.01 -3.66 -0.477
N -3.373550 -0.543946 -0.932598 5.42 -0.43 -0.73 -0.383
N 2.224099 -0.292626 0.506762 -2.00 -2.24 -3.82 0.241
N -1.384232 1.293658 -0.423668 -2.00 -1.01 1.29 -0.509
C 2.288778 -1.795769 0.323132 2.10 -1.61 0.67 -0.736
C -2.251730 -1.129268 -1.409397 -0.21 -1.61 -5.86 0.791
C 2.468450 0.288001 -0.841797 1.54 2.23 0.08 -0.725
B 0.821839 -0.017808 1.021492 -1.26 -2.41 3.32 0.248
H -0.448128 -1.460619 1.178802 -0.08 0.21 1.39 0.335
H 2.954229 1.319916 -0.663712 -0.90 -1.17 -0.32 0.356
H 1.361325 -2.171006 -0.243451 1.14 0.70 0.90 0.343
H 3.198829 -0.293247 -1.480621 -1.14 0.34 1.00 0.361
H 2.428976 -2.346786 1.315402 -0.71 0.91 -1.28 0.327
H 1.488339 0.528398 -1.398897 1.20 -0.37 0.92 0.312
H 3.188958 -2.104596 -0.318476 -1.28 0.87 0.86 0.382